# 1
The following is a quantum chemistry calculation of a molecular structure, C22H10AgBF19GeSSe2, from the OMol25 dataset.

Positions of all 57 atoms, in Å:
1 Ag -1.09604 2.18422 -0.05764
2 C 3.95749 4.20022 0.64473
3 Se 2.49855 3.05825 -0.01268
4 C 1.85232 4.27149 -1.39145
5 C 1.02839 5.43023 -0.87080
6 Se -0.74676 4.97941 -0.09177
7 C -0.23773 5.11909 1.77989
8 H 4.58501 4.49485 -0.19420
9 H 4.53212 3.58034 1.32965
10 H 3.58457 5.07711 1.17002
11 H 1.26430 3.64443 -2.06266
12 H 2.73654 4.63060 -1.92263
13 H 0.80191 6.10355 -1.69959
14 H 1.57016 5.98875 -0.10755
15 H 0.06716 6.14162 1.99282
16 H 0.56288 4.41440 1.98861
17 H -1.12892 4.86953 2.35025
18 F -3.31046 4.63446 0.96755
19 B -3.69451 3.28164 0.96975
20 F -2.74050 2.56535 1.77270
21 F -3.54009 2.74806 -0.33712
22 F -4.97249 3.11835 1.44384
23 F -3.04893 -1.16126 -1.47878
24 C -3.10761 -1.67522 -0.24852
25 C -1.92715 -1.81276 0.46520
26 C -2.02926 -2.30283 1.75545
27 F -0.94753 -2.39937 2.54056
28 C -3.23721 -2.71735 2.29074
29 F -3.29560 -3.23374 3.52184
30 C -4.38896 -2.61011 1.53240
31 F -5.55451 -3.01391 2.03063
32 C -4.32944 -2.07818 0.25497
33 F -5.44067 -1.99050 -0.47647
34 Ge -0.22551 -1.34832 -0.48289
35 S 0.03269 0.51578 -1.47028
36 C 1.17977 -2.07099 0.77864
37 C 1.96070 -1.26486 1.58142
38 F 1.70415 0.04002 1.64843
39 C 2.98176 -1.76354 2.37142
40 F 3.72839 -0.95159 3.12779
41 C 3.22714 -3.12417 2.38461
42 F 4.20265 -3.62049 3.14526
43 C 2.43664 -3.96811 1.62572
44 F 2.64929 -5.28783 1.66406
45 C 1.43291 -3.43044 0.84055
46 F 0.66074 -4.28612 0.15133
47 C 0.01555 -2.67502 -1.98750
48 C -0.93546 -3.48148 -2.58439
49 F -2.13838 -3.64059 -2.01533
50 C -0.69088 -4.18313 -3.75417
51 F -1.64650 -4.93951 -4.30596
52 C 0.55211 -4.10463 -4.35181
53 F 0.80626 -4.76941 -5.47926
54 C 1.54372 -3.33857 -3.76358
55 F 2.75800 -3.28730 -4.32095
56 C 1.25697 -2.64160 -2.60607
57 F 2.24029 -1.91882 -2.04678

- LUMO level: 0.0739 Ha
- Net charge: -1
- E_HOMO: -6.064 eV
- Orbital gap: 8.08 eV

---

# 2
The following is a quantum chemistry calculation of a molecular structure, C22H10AlCl5N2PS4, from the OMol25 dataset.

Positions of all 45 atoms, in Å:
1 Al -0.02425 -0.54190 0.18108
2 S -2.03486 -1.41470 -0.53376
3 C -2.49130 0.18952 -0.04099
4 S -1.21610 1.38762 0.07412
5 C -3.79569 0.50969 0.24863
6 C -4.83750 -0.46220 0.15799
7 N -5.69710 -1.22751 0.10649
8 C -4.19172 1.79417 0.72385
9 N -4.54852 2.80969 1.13515
10 Cl 0.27495 -1.21846 2.13974
11 C 2.63067 -1.51975 -0.21454
12 C 1.50376 -1.19988 -1.00576
13 C 1.27331 -2.05085 -2.08560
14 Cl 0.03599 -1.62935 -3.21669
15 C 2.05468 -3.18110 -2.34085
16 Cl 1.80841 -4.12454 -3.76063
17 C 3.01103 -3.56778 -1.41199
18 Cl 3.89566 -5.02771 -1.62151
19 C 3.28096 -2.74512 -0.32032
20 Cl 4.32063 -3.28784 0.94092
21 S 6.40975 -0.29862 2.06684
22 P 5.26999 0.01186 0.53130
23 S 3.18369 -0.25739 0.91932
24 C 5.34127 1.74459 -0.06375
25 C 4.31999 2.33557 -0.79983
26 C 4.49262 3.60897 -1.32212
27 C 5.67811 4.29746 -1.11194
28 C 6.69658 3.71136 -0.37280
29 C 6.52956 2.43823 0.15095
30 C 5.73974 -0.87956 -0.99260
31 C 6.86935 -1.68770 -0.96406
32 C 7.26667 -2.35364 -2.11358
33 C 6.53274 -2.21612 -3.28361
34 C 5.40986 -1.40097 -3.31208
35 C 5.01249 -0.72531 -2.16883
36 H 3.38301 1.81342 -0.95210
37 H 3.69664 4.06606 -1.89628
38 H 5.80622 5.29224 -1.51952
39 H 7.62322 4.24551 -0.20539
40 H 7.31346 1.97648 0.73647
41 H 7.40954 -1.79710 -0.03202
42 H 8.13960 -2.99338 -2.09029
43 H 6.83515 -2.74346 -4.17957
44 H 4.83769 -1.29722 -4.22538
45 H 4.13573 -0.08957 -2.18880

- LUMO level: 0.0644 Ha
- Net charge: -1
- E_HOMO: -5.791 eV
- Energy above the lowest of the compared OMol25 structures with the same formula, charge and spin: 0.911 eV
- Orbital gap: 7.54 eV